# C46H106N6O10

7 unconnected molecules or ions with the total composition C46H106N6O10 (ωB97M-V/def2-TZVPD, the Open Molecules 2025 dataset).

Bonds (Å) are listed after each position.
Geometry (Å):
1 C 9.947 0.633 -0.919  C2 1.545, H12 1.090, H13 1.090, H14 1.090
2 C 8.652 1.228 -0.322  C1 1.545, C3 1.611, C4 1.573, N10 1.486
3 C 8.767 2.835 -0.348  C2 1.611, H15 1.090, H16 1.090, H17 1.090
4 C 7.450 0.708 -1.195  C2 1.573, C5 1.537, H18 1.090, H19 1.090
5 C 6.198 1.203 -0.454  C4 1.537, C6 1.509, H20 1.090, H21 1.090
6 C 5.892 0.576 0.884  C5 1.509, C7 1.596, H22 1.090, H23 1.090
7 C 7.142 0.757 1.861  C6 1.596, C8 1.560, C9 1.578, N10 1.525
8 C 7.110 2.066 2.709  C7 1.560, H24 1.090, H25 1.090, H26 1.090
9 C 7.079 -0.560 2.729  C7 1.578, H27 1.090, H28 1.090, H29 1.090
10 N 8.453 0.792 1.084  C2 1.486, C7 1.525, O11 1.513
11 O 9.723 0.739 1.906  N10 1.513, H30 0.960
12 H 10.812 0.633 -0.256  C1 1.090
13 H 9.779 -0.430 -1.091  C1 1.090
14 H 10.317 1.042 -1.860  C1 1.090
15 H 8.965 3.111 -1.384  C3 1.090
16 H 7.895 3.396 -0.013  C3 1.090
17 H 9.669 3.000 0.242  C3 1.090
18 H 7.403 1.084 -2.217  C4 1.090
19 H 7.608 -0.368 -1.121  C4 1.090
20 H 6.163 2.291 -0.386  C5 1.090
21 H 5.373 1.077 -1.154  C5 1.090
22 H 5.622 -0.478 0.821  C6 1.090
23 H 5.115 1.092 1.448  C6 1.090
24 H 6.143 2.196 3.196  C8 1.090
25 H 7.089 2.914 2.025  C8 1.090
26 H 8.063 2.086 3.237  C8 1.090
27 H 6.048 -0.846 2.937  C9 1.090
28 H 7.642 -0.199 3.590  C9 1.090
29 H 7.449 -1.475 2.265  C9 1.090
30 H 9.786 -0.203 2.083  O11 0.960
31 C -2.644 -2.943 -0.252  C32 1.524, H42 1.090, H43 1.090, H44 1.090
32 C -3.506 -3.377 0.927  C31 1.524, C33 1.518, C34 1.510, N40 1.521
33 C -4.669 -2.435 1.186  C32 1.518, H45 1.090, H46 1.090, H47 1.090
34 C -4.114 -4.733 0.662  C32 1.510, C35 1.580, H48 1.090, H49 1.090
35 C -3.024 -5.873 0.587  C34 1.580, C36 1.523, H50 1.090, H51 1.090
36 C -2.103 -5.843 1.799  C35 1.523, C37 1.494, H52 1.090, H53 1.090
37 C -1.555 -4.526 2.243  C36 1.494, C38 1.596, C39 1.543, N40 1.440
38 C -1.098 -4.623 3.770  C37 1.596, H54 1.090, H55 1.090, H56 1.090
39 C -0.313 -4.252 1.370  C37 1.543, H57 1.090, H58 1.090, H59 1.090
40 N -2.628 -3.569 2.154  C32 1.521, C37 1.440, O41 1.415
41 O -2.160 -2.331 2.653  N40 1.415, H60 0.960
42 H -3.304 -2.282 -0.813  C31 1.090
43 H -1.854 -2.272 0.084  C31 1.090
44 H -2.353 -3.707 -0.973  C31 1.090
45 H -5.203 -2.510 2.133  C33 1.090
46 H -4.305 -1.419 1.338  C33 1.090
47 H -5.379 -2.330 0.365  C33 1.090
48 H -4.843 -5.090 1.390  C34 1.090
49 H -4.708 -4.697 -0.251  C34 1.090
50 H -3.534 -6.804 0.340  C35 1.090
51 H -2.377 -5.654 -0.262  C35 1.090
52 H -1.157 -6.385 1.775  C36 1.090
53 H -2.628 -6.377 2.591  C36 1.090
54 H -0.593 -5.566 3.983  C38 1.090
55 H -2.029 -4.631 4.336  C38 1.090
56 H -0.438 -3.844 4.153  C38 1.090
57 H 0.541 -4.849 1.691  C39 1.090
58 H 0.077 -3.234 1.357  C39 1.090
59 H -0.549 -4.470 0.328  C39 1.090
60 H -2.742 -2.322 3.415  O41 0.960
61 C -0.144 1.286 2.313  C62 1.542, H72 1.090, H73 1.090, H74 1.090
62 C 0.792 1.297 1.088  C61 1.542, C63 1.575, C64 1.532, N70 1.466
63 C 1.828 2.471 1.263  C62 1.575, H75 1.090, H76 1.090, H77 1.090
64 C 1.463 -0.079 1.156  C62 1.532, C65 1.492, H78 1.090, H79 1.090
65 C 2.283 -0.458 -0.031  C64 1.492, C66 1.508, H80 1.090, H81 1.090
66 C 1.330 -0.472 -1.199  C65 1.508, C67 1.499, H82 1.090, H83 1.090
67 C 0.572 0.806 -1.389  C66 1.499, C68 1.614, C69 1.580, N70 1.509
68 C 1.574 1.712 -2.272  C67 1.614, H84 1.090, H85 1.090, H86 1.090
69 C -0.673 0.498 -2.313  C67 1.580, H87 1.090, H88 1.090, H89 1.090
70 N 0.016 1.457 -0.145  C62 1.466, C67 1.509, O71 1.409
71 O -0.611 2.706 -0.325  N70 1.409, H90 0.960
72 H -1.134 0.945 2.010  C61 1.090
73 H 0.257 0.777 3.190  C61 1.090
74 H -0.294 2.316 2.639  C61 1.090
75 H 2.175 2.491 2.296  C63 1.090
76 H 2.678 2.375 0.588  C63 1.090
77 H 1.381 3.463 1.203  C63 1.090
78 H 2.051 -0.059 2.073  C64 1.090
79 H 0.678 -0.825 1.278  C64 1.090
80 H 3.118 0.202 -0.269  C65 1.090
81 H 2.683 -1.454 0.156  C65 1.090
82 H 0.577 -1.229 -0.982  C66 1.090
83 H 1.911 -0.899 -2.017  C66 1.090
84 H 2.458 1.941 -1.676  C68 1.090
85 H 1.201 2.686 -2.589  C68 1.090
86 H 1.745 1.356 -3.288  C68 1.090
87 H -1.076 1.367 -2.832  C69 1.090
88 H -1.547 0.246 -1.713  C69 1.090
89 H -0.422 -0.325 -2.983  C69 1.090
90 H 0.118 3.330 -0.349  O71 0.960
91 C -0.718 5.746 -1.137  O92 1.439, H100 1.090, H101 1.090, H102 1.090
92 O -0.192 5.662 0.200  C91 1.439, C93 1.473
93 C -0.494 6.634 1.265  O92 1.473, C94 1.535, H103 1.090, H104 1.090
94 C 0.226 7.966 1.018  C93 1.535, N95 1.441, H105 1.090, H106 1.090
95 N -0.458 8.750 0.021  C94 1.441, C96 1.452, H107 1.010
96 C 0.428 9.217 -1.030  N95 1.452, C97 1.545, H108 1.090, H109 1.090
97 C -0.354 10.230 -1.895  C96 1.545, O98 1.470, H110 1.090, H111 1.090
98 O -0.663 11.333 -0.972  C97 1.470, C99 1.428
99 C -1.688 12.165 -1.515  O98 1.428, H112 1.090, H113 1.090, H114 1.090
100 H -0.321 5.049 -1.875  C91 1.090
101 H -0.643 6.736 -1.587  C91 1.090
102 H -1.786 5.529 -1.173  C91 1.090
103 H -0.209 6.104 2.173  C93 1.090
104 H -1.556 6.866 1.183  C93 1.090
105 H 1.264 7.752 0.764  C94 1.090
106 H 0.275 8.404 2.015  C94 1.090
107 H -0.694 9.602 0.510  N95 1.010
108 H 0.776 8.393 -1.653  C96 1.090
109 H 1.213 9.705 -0.452  C96 1.090
110 H -1.272 9.858 -2.348  C97 1.090
111 H 0.327 10.688 -2.612  C97 1.090
112 H -1.286 12.881 -2.232  C99 1.090
113 H -2.208 12.550 -0.638  C99 1.090
114 H -2.415 11.546 -2.041  C99 1.090
115 C -5.321 -10.039 -4.224  O116 1.446, H124 1.090, H125 1.090, H126 1.090
116 O -4.909 -8.670 -4.437  C115 1.446, C117 1.471
117 C -4.994 -8.137 -5.806  O116 1.471, C118 1.532, H127 1.090, H128 1.090
118 C -5.125 -6.619 -5.648  C117 1.532, N119 1.518, H129 1.090, H130 1.090
119 N -3.977 -5.976 -4.890  C118 1.518, C120 1.457, H131 1.010
120 C -2.610 -6.364 -5.214  N119 1.457, C121 1.593, H132 1.090, H133 1.090
121 C -1.642 -5.113 -5.023  C120 1.593, O122 1.445, H134 1.090, H135 1.090
122 O -2.256 -3.972 -5.662  C121 1.445, C123 1.408
123 C -1.389 -2.866 -5.558  O122 1.408, H136 1.090, H137 1.090, H138 1.090
124 H -4.742 -10.436 -3.389  C115 1.090
125 H -5.052 -10.690 -5.056  C115 1.090
126 H -6.407 -9.997 -4.144  C115 1.090
127 H -5.951 -8.506 -6.176  C117 1.090
128 H -4.159 -8.547 -6.373  C117 1.090
129 H -6.069 -6.239 -5.258  C118 1.090
130 H -5.003 -6.306 -6.685  C118 1.090
131 H -3.966 -4.981 -5.064  N119 1.010
132 H -2.361 -6.592 -6.250  C120 1.090
133 H -2.279 -7.058 -4.442  C120 1.090
134 H -0.647 -5.355 -5.395  C121 1.090
135 H -1.529 -4.923 -3.956  C121 1.090
136 H -0.381 -3.158 -5.851  C123 1.090
137 H -1.327 -2.384 -4.582  C123 1.090
138 H -1.860 -2.118 -6.196  C123 1.090
139 C -4.185 -3.982 7.570  O140 1.433, H148 1.090, H149 1.090, H150 1.090
140 O -4.313 -2.627 7.121  C139 1.433, C141 1.421
141 C -4.745 -2.368 5.792  O140 1.421, C142 1.515, H151 1.090, H152 1.090
142 C -5.354 -0.987 5.663  C141 1.515, N143 1.493, H153 1.090, H154 1.090
143 N -4.167 -0.081 5.628  C142 1.493, C144 1.440, H155 1.010
144 C -4.284 1.177 4.937  N143 1.440, C145 1.510, H156 1.090, H157 1.090
145 C -4.145 1.046 3.440  C144 1.510, O146 1.403, H158 1.090, H159 1.090
146 O -3.942 2.312 2.870  C145 1.403, C147 1.404
147 C -3.862 2.317 1.468  O146 1.404, H160 1.090, H161 1.090, H162 1.090
148 H -3.851 -4.188 8.587  C139 1.090
149 H -3.492 -4.456 6.874  C139 1.090
150 H -5.183 -4.385 7.397  C139 1.090
151 H -5.583 -3.050 5.647  C141 1.090
152 H -4.055 -2.749 5.040  C141 1.090
153 H -6.006 -0.680 6.481  C142 1.090
154 H -5.923 -1.051 4.736  C142 1.090
155 H -3.742 -0.018 6.542  N143 1.010
156 H -3.336 1.703 5.042  C144 1.090
157 H -5.096 1.865 5.176  C144 1.090
158 H -5.066 0.546 3.138  C145 1.090
159 H -3.361 0.450 2.972  C145 1.090
160 H -3.008 1.757 1.089  C147 1.090
161 H -3.658 3.357 1.212  C147 1.090
162 H -4.679 2.028 0.807  C147 1.090
163 C 3.037 3.424 -5.906  O164 1.463, H165 1.090, H166 1.090, H167 1.090
164 O 1.944 2.476 -5.688  C163 1.463, H168 0.960
165 H 3.778 3.421 -5.107  C163 1.090
166 H 3.631 3.089 -6.756  C163 1.090
167 H 2.728 4.426 -6.205  C163 1.090
168 H 1.176 3.032 -5.535  O164 0.960

Its total energy is -78822.4455 eV. The value obtained for the largest force on an atom is 4.114 eV/A. Its HOMO energy is -7.9 eV. As for the SMILES: CC1(C)CCCC(C)(C)N1O.CC1(C)CCCC(C)(C)N1O.CC1(C)CCCC(C)(C)N1O.COCCNCCOC.COCCNCCOC.COCCNCCOC.CO. As for the charge: 0. The energy relative to the best compared isomer or geometry (same formula, charge and spin) is 4.727 eV.